This record from the OMol25 dataset describes 2 unconnected molecules or ions with the total composition C4H12N2O at a distorted geometry. The level of theory is ωB97M-V/def2-TZVPD.

Calculated values
Relative energy (zero: lowest compared OMol25 entry of this formula, charge and spin) in eV: 2.0124
HOMO in Ha: -0.34581
HOMO-LUMO gap in eV: 10.28
E_tot in a.u.: -344.3111

Structure (XYZ):
```
19
Properties=species:S:1:pos:R:3:forces:R:3:mulliken_charge:R:1
C -1.40086 0.13124 0.73551 -0.392 0.071 0.025 -0.573
C -1.39028 0.35532 -0.78774 0.615 -0.123 0.391 -0.556
C -0.13469 -0.13612 -1.50957 -0.008 -0.153 -0.420 -0.697
C 1.30592 1.35948 -0.47955 -0.107 0.637 0.435 -0.386
N 1.20313 0.27775 -1.11468 -0.009 0.480 0.133 -0.376
N -0.78225 -1.08454 1.24235 -0.439 -0.689 -0.690 -0.569
H -2.43813 0.13109 1.08376 -0.045 -0.147 -0.160 0.356
H -1.00745 0.99096 1.25560 0.576 0.269 0.127 0.345
H -2.17398 -0.24388 -1.24146 -0.387 0.143 -0.095 0.347
H -1.56980 1.41294 -0.99144 -0.181 -0.040 -0.112 0.359
H -0.22964 0.14558 -2.56199 0.063 0.006 -0.064 0.373
H -0.11823 -1.21966 -1.53606 -0.068 -0.282 0.150 0.377
H 2.26351 1.80314 -0.21315 0.291 -0.417 -0.131 0.378
H 0.46733 1.97081 -0.12741 -0.165 -0.161 -0.244 0.185
H 0.14608 -1.25198 0.87150 0.374 0.529 0.297 0.200
H -1.27926 -1.85707 0.80036 -0.267 -0.096 0.413 0.268
H 2.83239 -1.45131 1.16267 -0.176 0.039 0.340 0.348
H 2.03938 -0.22829 1.53846 -0.040 -0.082 0.166 0.293
O 2.26682 -1.10546 1.87284 0.365 0.018 -0.563 -0.673
```
Forces are in eV/Å.

---

This record from the OMol25 dataset describes a molecular structure, C20H43HfOP3Se at a distorted geometry. The level of theory is ωB97M-V/def2-TZVPD.

Calculated values
Relative energy (zero: lowest compared OMol25 entry of this formula, charge and spin) in eV: 0.1536
Charge: +4
HOMO (alpha / beta) in Ha: -0.68497 / -0.68503
HOMO-LUMO gap (alpha / beta) in eV: 2.55 / 2.56
E_tot in a.u.: -4335.0261

Structure (XYZ):
```
69
Properties=species:S:1:pos:R:3:forces:R:3:mulliken_charge:R:1
Hf -0.03322 -0.01978 0.94029 -0.279 -0.735 2.131 0.978
P 0.25217 2.35521 2.21326 0.226 2.424 0.682 0.724
P -2.58809 0.52735 0.52928 -2.412 0.730 -0.906 0.696
P 2.55635 -0.17313 0.49914 2.561 0.048 -0.990 0.692
H -1.43484 -2.99179 -7.49040 0.315 -0.317 0.084 0.359
C -0.57694 -3.64663 -7.28420 0.148 0.345 -0.166 -0.476
C -0.73436 -4.89046 -6.80869 0.003 -0.318 0.003 -0.369
H -1.73061 -5.29950 -6.61495 0.386 0.096 -0.090 0.281
C 0.40834 3.95748 1.32191 -0.009 -0.314 -0.284 -1.339
C -1.10849 2.72996 3.38826 -0.295 -0.384 -0.025 -0.940
C 1.70299 2.42546 3.33494 0.184 -0.420 -0.072 -1.076
C -3.20361 -0.57818 -0.79482 0.487 -0.306 0.007 -1.175
C -3.81438 0.28161 1.86483 0.399 -0.305 0.698 -1.289
C -3.06636 2.18457 -0.09676 0.552 0.135 0.086 -1.269
C 2.83372 -1.41888 -0.81256 -0.546 -0.237 0.093 -1.113
C 3.64934 -0.74276 1.85012 -0.534 -0.222 0.630 -1.300
C 3.48768 1.26745 -0.13577 -0.441 0.290 0.084 -1.119
H 0.42178 -3.25898 -7.53313 -0.421 -0.329 -0.137 0.312
H 0.12794 -5.55033 -6.66928 -0.364 0.228 0.037 0.269
H 0.46251 4.79759 2.03287 -0.032 -0.368 -0.181 0.507
H -0.45740 4.09815 0.66090 0.215 0.086 0.130 0.352
H 1.32174 3.94539 0.71200 -0.205 0.109 0.101 0.375
H -0.84431 3.61499 3.98436 0.014 -0.220 -0.202 0.508
H -1.27091 1.88533 4.07092 -0.001 0.237 -0.105 0.109
H -2.05135 2.93436 2.86309 0.247 -0.034 0.122 0.308
H 1.70604 3.38988 3.86254 -0.062 -0.236 -0.167 0.535
H 2.64240 2.33070 2.77317 -0.223 0.058 0.177 0.261
H 1.65295 1.61848 4.07801 0.067 0.217 -0.112 0.287
H -4.29616 -0.67425 -0.74088 0.268 0.125 -0.016 0.476
H -2.73816 -1.56249 -0.65523 -0.322 0.081 -0.111 0.372
H -2.90381 -0.19310 -1.77753 -0.154 -0.057 0.197 0.338
H -4.70656 0.89993 1.69036 0.314 -0.161 -0.102 0.472
H -3.37447 0.56219 2.83146 -0.281 -0.015 -0.164 0.281
H -4.11445 -0.77405 1.91189 0.097 0.242 0.003 0.443
H -4.15835 2.24890 -0.19692 0.302 -0.095 -0.024 0.531
H -2.59091 2.34572 -1.07374 -0.224 0.101 0.150 0.361
H -2.72412 2.96886 0.59123 -0.169 -0.106 -0.193 0.303
H 3.88399 -1.73588 -0.81952 -0.204 0.149 -0.004 0.503
H 2.55474 -1.01279 -1.79290 0.162 -0.057 0.221 0.287
H 2.18597 -2.28012 -0.60796 0.291 0.003 -0.126 0.378
H 4.67387 -0.88068 1.47816 -0.313 0.083 -0.070 0.538
H 3.28149 -1.69841 2.24886 0.192 0.169 -0.101 0.422
H 3.66350 -0.01234 2.66968 0.060 -0.116 -0.211 0.310
H 4.55640 1.02230 -0.19774 -0.291 0.025 -0.027 0.492
H 3.35147 2.12833 0.53066 0.163 -0.113 -0.183 0.292
H 3.10313 1.53348 -1.12953 0.244 0.013 0.174 0.344
C 0.14628 0.19535 -2.90328 0.012 1.680 2.216 0.887
C -0.23606 -1.16105 -2.88242 -0.548 -2.073 -0.096 -0.004
C -0.28911 -1.89656 -4.05568 -0.289 -0.374 1.943 -0.779
C 0.03303 -1.29517 -5.27022 0.030 0.287 -0.774 0.341
C 0.43875 0.04112 -5.31014 0.685 1.735 0.711 -1.043
C 0.50768 0.78509 -4.13129 0.087 0.124 -2.476 -0.499
Se 0.15759 1.39863 -1.41770 0.147 -1.475 -2.296 0.251
H -0.22314 -1.42398 -0.12301 -0.101 -0.774 -0.730 -0.005
H -0.50442 -1.62947 -1.93251 0.078 0.172 -0.435 0.246
H -0.59861 -2.94825 -4.04214 0.100 0.443 0.034 0.461
H -0.04541 -1.87222 -6.19140 -0.172 0.207 0.223 -0.060
H 0.69533 0.53167 -6.25408 -0.068 -0.277 0.313 0.458
H 0.80430 1.82432 -4.16942 -0.003 0.061 -0.040 0.528
C 1.16731 -1.28058 4.83301 0.268 0.446 -0.120 -1.077
C -0.07407 -1.00483 4.08182 -0.478 -0.026 0.164 0.878
C -1.35060 -0.99949 4.84548 -0.197 -0.317 -0.319 -1.170
O -0.05506 -0.78613 2.81923 0.015 -0.092 0.916 -0.738
H 1.06699 -0.91648 5.86353 -0.024 -0.116 -0.162 0.442
H 2.03990 -0.82315 4.35591 -0.123 -0.228 0.033 0.214
H 1.33749 -2.36824 4.91715 -0.178 0.127 -0.136 0.376
H -1.46209 -0.07149 5.44211 0.289 -0.310 -0.183 0.348
H -2.26731 -1.14668 4.24871 0.578 0.099 0.092 0.265
H -1.24736 -1.81154 5.57667 -0.224 0.149 0.083 0.448
```
Forces are in eV/Å.

---

This record from the OMol25 dataset describes a molecular structure, C12H30Br3HfO9S2 at a distorted geometry. The level of theory is ωB97M-V/def2-TZVPD.

Calculated values
Relative energy (zero: lowest compared OMol25 entry of this formula, charge and spin) in eV: 0.0000
Charge: +1
HOMO in Ha: -0.44171
HOMO-LUMO gap in eV: 8.37
E_tot in a.u.: -9718.7394

Structure (XYZ):
```
57
Properties=species:S:1:pos:R:3:forces:R:3:mulliken_charge:R:1
Hf -0.09488 0.76922 1.35284 -1.444 2.459 -1.321 0.692
Br -0.01415 3.43289 1.77590 -0.047 -1.233 -0.147 -0.538
Br 1.04831 0.74175 -1.12219 -0.519 -0.263 0.994 -0.550
Br -2.45738 0.29493 2.69317 1.094 0.130 -0.512 -0.558
O -3.92747 2.54516 -0.58143 -0.905 0.197 0.278 -0.641
S -2.60322 2.29091 -0.98637 0.440 0.436 -0.778 0.899
O -1.70977 1.70054 -0.03554 0.958 -0.976 1.267 0.059
O -2.56646 1.37241 -2.24059 -0.113 -0.340 0.010 -0.118
C -3.84231 0.95146 -2.81815 -0.373 -0.092 -0.521 -0.326
C -3.51930 0.06946 -3.99796 0.156 0.137 0.003 -0.807
C -1.79131 3.71581 -1.58664 0.043 0.371 0.009 -0.968
H -4.39246 1.83703 -3.13882 0.081 0.049 0.098 0.467
H -4.43937 0.43112 -2.07361 0.182 -0.011 0.145 0.316
H -4.44411 -0.25056 -4.47624 -0.029 -0.018 0.046 0.406
H -2.96173 -0.80599 -3.67705 -0.001 -0.081 0.020 -0.121
H -2.92835 0.61585 -4.73362 -0.005 -0.025 0.008 0.351
H -0.73345 3.46736 -1.64827 0.000 0.063 -0.140 0.245
H -1.95350 4.53891 -0.89303 0.041 -0.140 0.178 0.393
H -2.21184 3.99052 -2.55014 0.015 -0.110 -0.069 0.378
O -1.16263 -0.96802 0.18994 1.140 0.930 1.058 0.163
S -1.76747 -2.14565 -0.36242 -0.444 -0.200 0.881 1.014
O -2.84815 -1.96672 -1.24222 -1.149 0.290 -0.781 -0.606
O -0.61874 -2.86533 -1.05296 1.013 -0.813 -0.460 -0.225
C -0.95628 -3.99555 -1.92796 -0.167 -0.365 -0.488 -0.336
C -0.76931 -3.58622 -3.36585 0.409 0.405 -0.042 -1.004
C -2.24105 -3.19415 0.97093 0.713 0.116 -0.140 -1.004
H -1.98566 -4.30485 -1.74441 0.026 0.041 0.094 0.365
H -0.29297 -4.80892 -1.64728 0.106 0.114 0.144 0.366
H -0.81540 -4.43746 -4.04217 -0.156 -0.116 0.118 0.410
H 0.21861 -3.13577 -3.48641 -0.034 -0.035 0.003 0.303
H -1.50634 -2.84351 -3.66440 -0.087 -0.055 0.005 0.104
H -1.32347 -3.54977 1.44026 -0.032 0.110 0.107 0.338
H -2.76302 -4.04895 0.55400 -0.378 0.094 0.139 0.386
H -2.79775 -2.55855 1.65667 -0.294 -0.241 -0.005 0.364
C 5.15880 -0.65880 -0.49887 0.413 0.012 -0.282 -0.850
O 4.15081 -0.03169 0.25047 -0.340 -0.117 0.120 -0.163
C 4.44125 1.29551 0.56543 0.129 0.091 -0.074 -0.585
C 3.15620 2.04007 0.90561 1.040 0.805 -0.196 -0.972
O 2.28785 1.26152 1.72418 -0.701 -0.448 0.066 0.501
C 2.79183 1.04921 3.04244 0.325 -0.716 0.413 -0.347
C 1.69849 1.45112 3.97875 0.542 0.807 -0.244 -0.874
O 0.56853 0.65266 3.59320 -0.356 -0.179 -0.641 -0.123
C 0.15693 -0.26034 4.61374 0.012 -0.832 0.637 -0.816
H 4.80032 -1.65301 -0.75221 0.082 -0.029 0.043 0.221
H 6.10644 -0.72172 0.05186 -0.122 -0.109 0.087 0.328
H 5.37108 -0.10884 -1.42617 -0.154 -0.039 0.044 0.331
H 4.91656 1.79768 -0.28923 -0.129 0.126 0.056 0.485
H 5.17040 1.35403 1.39013 -0.092 -0.082 0.012 0.336
H 2.62624 2.36574 0.02142 -0.178 -0.308 0.054 0.563
H 3.45192 2.95093 1.44249 -0.258 -0.075 0.125 0.352
H 3.72559 1.57221 3.23723 -0.096 0.357 -0.209 0.523
H 3.02943 -0.01674 3.14073 -0.083 0.042 0.025 0.223
H 1.43419 2.49645 3.81312 -0.101 -0.082 -0.061 0.144
H 1.97550 1.37119 5.02756 -0.222 -0.571 0.042 0.611
H -0.74514 -0.77643 4.30753 -0.012 0.207 -0.131 0.212
H -0.03887 0.27839 5.53838 -0.027 0.120 -0.066 0.325
H 0.93802 -1.00850 4.78425 0.088 0.196 -0.020 0.360
```
Forces are in eV/Å.

---

This record from the OMol25 dataset describes 5 unconnected molecules or ions with the total composition C20H36BrNO13S at a distorted geometry. The level of theory is ωB97M-V/def2-TZVPD.

Calculated values
HOMO in Ha: -0.34236
HOMO-LUMO gap in eV: 7.68
E_tot in a.u.: -4788.5385

Structure (XYZ):
```
72
Properties=species:S:1:pos:R:3:forces:R:3:mulliken_charge:R:1
C 2.67977 -0.49107 -0.37795 -0.937 1.184 -1.505 -0.433
C 1.16965 -0.04543 0.00407 1.987 -0.340 2.890 0.156
O 0.86620 -0.00871 1.21554 -0.092 -0.039 -4.042 -0.591
N 0.29591 0.32446 -1.12787 -1.959 -0.238 0.399 0.507
C 0.24023 1.79373 -1.37253 0.923 1.238 1.508 -0.841
C -1.01666 -0.32635 -1.09761 0.403 -3.250 -0.524 -0.284
C -1.06037 -1.71484 -1.47482 -1.203 1.934 0.063 -0.031
S 0.41655 -2.69054 -2.00648 -0.773 0.712 -0.331 -0.162
C -2.44635 -2.53758 -1.42389 -0.793 -1.648 -0.558 0.261
O -2.69300 -3.51597 -2.16091 1.134 3.427 2.488 -0.552
C -3.50649 -2.04801 -0.31258 1.508 2.388 -0.571 -0.102
Br -4.77051 -3.38193 0.41420 1.262 1.411 -0.869 -0.118
C -3.46397 -0.68207 0.03472 -0.489 -2.606 0.582 0.545
C -4.51406 -0.07849 1.09520 0.774 1.273 -1.833 -0.957
C -5.62838 0.70377 0.19172 -0.677 0.038 -0.037 0.127
C -7.12230 0.40038 0.66068 -2.046 0.709 1.275 0.309
O -7.75630 1.06771 1.51302 2.622 -2.450 -2.909 -0.582
O -7.76723 -0.71681 0.04843 1.790 2.010 0.316 -0.451
C -2.39587 0.31078 -0.65274 -1.639 1.100 0.154 0.674
O -2.77203 1.49064 -0.80913 1.737 -3.337 0.398 -0.584
H 2.75497 -1.62489 -0.40985 -0.129 1.603 0.248 0.136
H 2.86291 -0.12246 -1.45779 -0.252 -0.763 1.587 0.280
H 3.46685 0.02184 0.26181 -1.253 -0.919 -0.428 0.109
H 1.31421 2.21025 -1.28572 -1.576 -0.772 -0.326 0.281
H -0.17864 2.09966 -2.38183 0.354 -0.741 1.381 0.263
H -0.32228 2.26173 -0.48004 0.627 -0.308 -1.710 0.367
H 0.49509 -2.56818 -3.40391 -0.634 0.238 1.379 0.188
H -4.97498 -0.86895 1.76786 0.833 1.017 -0.989 0.471
H -3.94986 0.74400 1.65885 -0.913 -1.446 -0.434 0.247
H -5.53115 0.40998 -0.90892 -0.133 0.306 1.684 0.027
H -5.47996 1.83228 0.24593 -0.174 -1.588 0.108 0.318
H -7.40244 -0.77595 -0.88232 -0.467 0.248 1.371 0.500
C -7.22099 0.85250 -3.49222 0.022 -0.080 -0.017 -0.443
C -6.35339 0.43591 -4.66820 -0.343 -0.036 -0.120 -0.451
O -6.75731 -0.85875 -5.11690 -0.036 0.019 0.085 -0.534
O -7.10709 -0.10998 -2.44590 0.344 -0.446 -0.621 -0.565
H -6.91838 1.82697 -3.10372 -0.017 -0.099 0.062 0.301
H -8.27453 0.89585 -3.78609 0.022 0.194 -0.155 0.320
H -5.30771 0.35718 -4.36356 -0.093 -0.048 -0.025 0.249
H -6.43272 1.14571 -5.49629 0.065 0.174 0.153 0.327
H -7.62599 -0.76485 -5.53173 0.197 -0.103 0.047 0.328
H -7.04215 -0.97554 -2.88595 -0.028 0.214 -0.089 0.343
C 6.22078 -3.63263 -1.67039 -0.155 0.385 -0.282 -0.375
C 5.01770 -3.17803 -0.85964 0.181 -0.273 0.019 -0.335
O 3.89666 -3.01365 -1.72840 -0.135 -0.201 -0.195 -0.405
O 6.50139 -2.68248 -2.69258 -0.092 0.089 0.154 -0.540
H 7.10543 -3.73566 -1.03889 -0.037 0.048 -0.064 0.334
H 6.01564 -4.59146 -2.15985 -0.046 -0.222 0.247 0.284
H 5.21101 -2.20476 -0.40271 0.012 -0.051 -0.068 0.140
H 4.76716 -3.89951 -0.07612 0.149 0.003 0.079 0.346
H 3.62210 -3.89528 -2.01675 0.017 0.206 0.029 0.259
H 5.63963 -2.36389 -3.00345 0.227 -0.094 0.039 0.324
C 5.77325 -0.17999 2.30243 0.063 0.199 -0.275 -0.137
C 6.39399 1.01823 3.00017 -0.431 0.086 0.061 -0.497
O 5.92489 2.21580 2.38144 0.061 0.009 -0.136 -0.581
O 6.10549 -0.15742 0.91647 0.140 0.045 -0.018 -0.504
H 6.13359 -1.11759 2.73130 0.006 0.027 -0.087 0.348
H 4.68126 -0.14668 2.38030 -0.032 -0.001 0.369 0.134
H 7.48059 1.00525 2.89145 -0.091 0.018 -0.046 0.345
H 6.14051 1.03827 4.06404 0.048 -0.191 0.022 0.251
H 4.98806 2.30899 2.60898 0.058 -0.032 0.175 0.347
H 6.09461 0.77751 0.65513 0.002 -0.215 0.070 0.331
C 2.92903 2.68634 5.16481 -0.051 0.019 -0.325 -0.362
C 2.29096 4.02439 4.82762 -0.256 -0.190 0.250 -0.496
O 1.08601 3.80125 4.09302 0.029 -0.033 -0.002 -0.519
O 3.18940 1.96063 3.96677 0.157 0.248 -0.298 -0.458
H 3.87040 2.82237 5.70125 -0.030 -0.043 -0.070 0.320
H 2.25266 2.07971 5.77622 -0.022 0.159 0.227 0.263
H 2.95148 4.61280 4.18747 -0.083 -0.068 0.015 0.262
H 2.06197 4.59849 5.73006 0.213 0.002 0.055 0.338
H 0.44012 3.41913 4.70298 0.081 0.083 -0.197 0.312
H 2.44496 2.15194 3.37224 0.070 -0.195 0.173 0.318
```
Forces are in eV/Å.